23
Properties=species:S:1:pos:R:3:nbo_charge:R:1 method="wB97M-V/def2-TZVPD" smiles=NCCCCCCO homo_energy_ev=-9.547 largest_force_ev_per_a=2.87 gap_ha=0.3845 de_lowest_kj_mol=215.5 lumo_energy_ev=0.917 energy_ev=-10001.524
C -2.44 -0.47 -1.96 -0.0687
O -1.61 0.45 -2.66 -0.7023
C -1.64 -1.02 -0.72 -0.4330
C -0.51 -0.10 -0.19 -0.4280
C -0.06 -0.42 1.27 -0.4120
C 0.98 0.63 1.75 -0.4138
C 2.03 1.16 0.69 -0.2180
N 2.77 0.05 0.04 -0.8285
H -2.79 -1.16 -2.74 0.1859
H -3.44 -0.13 -1.61 0.1514
H -1.26 1.00 -1.95 0.4628
H -1.11 -1.92 -1.08 0.2022
H -2.21 -1.42 0.12 0.2047
H 0.29 -0.31 -0.96 0.2223
H -0.66 1.00 -0.18 0.1898
H 0.34 -1.42 1.47 0.2051
H -0.95 -0.26 1.90 0.2105
H 1.58 0.16 2.52 0.2010
H 0.45 1.50 2.17 0.2036
H 1.69 1.90 -0.01 0.1877
H 2.83 1.72 1.34 0.1837
H 2.18 -0.81 0.10 0.3444
H 3.54 -0.14 0.67 0.3492


40
Properties=species:S:1:pos:R:3:nbo_charge:R:1 method="wB97M-V/def2-TZVPD" smiles="CC(C)[C@H](N)C(=O)N[C@@H](CCCCN)C(=O)O" homo_energy_ev=-8.870 largest_force_ev_per_a=7.23 gap_ha=0.3421 de_lowest_kj_mol=468.6 lumo_energy_ev=0.437 energy_ev=-22389.001
C 2.82 0.32 -0.49 -0.1552
C 1.44 0.45 0.00 0.6861
C 3.35 -1.10 -0.18 -0.2022
C 3.32 -1.28 1.38 -0.6319
C 4.64 -1.55 -1.00 -0.6360
C -0.91 0.09 -0.51 -0.1631
C -1.06 1.58 -0.08 0.8007
C -1.26 -0.99 0.59 -0.4158
C -2.78 -1.54 0.79 -0.4026
C -3.83 -0.34 0.87 -0.4570
C -4.38 -0.03 -0.48 -0.2242
H 3.43 1.88 0.83 0.4089
H 4.57 0.86 0.13 0.3565
H 2.89 0.30 -1.59 0.1747
H 2.58 -1.82 -0.54 0.2054
H 3.39 -2.39 1.72 0.2094
H 2.35 -0.90 1.65 0.2298
H 4.16 -0.88 1.98 0.2124
H 4.82 -2.65 -1.16 0.2241
H 4.59 -1.36 -2.02 0.2115
H 5.64 -1.19 -0.61 0.2049
H 0.64 -0.39 -1.76 0.4116
H -1.31 0.02 -1.51 0.2226
H -0.60 -1.98 0.45 0.2160
H -0.98 -0.48 1.54 0.2530
H -3.11 -2.38 -0.04 0.1899
H -2.65 -2.32 1.59 0.2217
H -3.55 0.62 1.49 0.2543
H -4.62 -0.82 1.60 0.2051
H -5.17 0.73 -0.38 0.2119
H -3.73 0.54 -1.11 0.1894
H -5.51 -1.91 -0.63 0.3593
H -4.05 -2.14 -1.47 0.3704
H -0.54 3.48 -0.95 0.5342
N 3.61 1.30 -0.02 -0.8366
N 0.52 -0.14 -0.77 -0.6054
N -4.79 -1.39 -1.18 -0.8887
O 1.18 1.04 1.08 -0.6300
O -1.42 1.94 1.13 -0.5897
O -0.59 2.43 -1.05 -0.7255


66
Properties=species:S:1:pos:R:3:nbo_charge:R:1 method="wB97M-V/def2-TZVPD" homo_energy_ev="-6.762 / -7.465" s_squared=8.76 largest_force_ev_per_a=3.71 gap_ha="0.2588 / 0.2734" lumo_energy_ev="0.280 / -0.027" multiplicity=6 energy_ev=-118991.616
Mn 0.30 1.26 1.85 1.3986
S 0.97 -1.32 2.25 -0.7113
P -0.11 -1.27 0.50 1.4567
C -0.77 0.26 0.31 -1.7447
P -0.79 1.48 -0.85 1.4431
S 0.36 3.07 -0.16 -0.7840
C -0.16 0.96 -2.51 -0.3011
C 0.87 1.64 -3.13 -0.2253
C 1.48 1.18 -4.29 -0.2112
C 0.99 0.01 -4.85 -0.1973
C -0.04 -0.74 -4.24 -0.2146
C -0.61 -0.26 -3.05 -0.2144
C -2.52 1.99 -1.24 -0.3960
C -2.70 2.79 -2.35 -0.1216
C -4.00 3.18 -2.72 -0.2263
C -5.08 2.82 -2.02 -0.2057
C -4.89 2.03 -0.84 -0.2011
C -3.62 1.61 -0.52 -0.2022
C 1.07 -1.93 -0.74 -0.3673
C 2.10 -1.09 -1.12 -0.1831
C 3.13 -1.50 -1.99 -0.1993
C 3.13 -2.82 -2.46 -0.2049
C 2.03 -3.64 -2.16 -0.2195
C 1.00 -3.18 -1.37 -0.1948
C -1.47 -2.45 0.56 -0.4070
C -1.41 -3.70 1.16 -0.1668
C -2.45 -4.61 1.08 -0.2198
C -3.56 -4.31 0.32 -0.1986
C -3.64 -3.06 -0.29 -0.2103
C -2.64 -2.14 -0.15 -0.1904
H 1.21 2.54 -2.67 0.2319
H 2.26 1.72 -4.79 0.2148
H 1.56 -0.33 -5.73 0.2133
H -0.44 -1.69 -4.63 0.2228
H -1.49 -0.88 -2.65 0.2313
H -1.85 3.17 -2.89 0.2136
H -4.13 3.69 -3.67 0.2110
H -6.12 3.12 -2.24 0.2172
H -5.73 1.75 -0.22 0.2139
H -3.45 0.98 0.32 0.2313
H 2.15 -0.12 -0.68 0.2122
H 3.88 -0.78 -2.17 0.2123
H 3.97 -3.15 -3.03 0.2128
H 2.01 -4.68 -2.56 0.2165
H 0.14 -3.85 -1.12 0.2240
H -0.52 -4.02 1.61 0.2225
H -2.27 -5.60 1.47 0.2136
H -4.30 -5.11 0.14 0.2152
H -4.54 -2.80 -0.85 0.2134
H -2.70 -1.16 -0.62 0.2301
N 2.92 3.70 1.49 -0.7701
C 2.91 3.02 2.60 0.3022
N 2.06 2.08 2.90 -0.6967
C 2.30 1.60 4.21 0.2161
C 1.50 0.70 4.92 -0.2590
C 1.84 0.41 6.22 -0.1938
C 3.00 0.95 6.83 -0.2189
C 3.81 1.84 6.17 -0.2150
C 3.45 2.18 4.85 -0.2293
S 4.13 3.38 3.75 0.3654
H 2.19 3.60 0.81 0.4312
H 3.59 4.49 1.34 0.4093
H 0.58 0.24 4.52 0.2346
H 1.17 -0.25 6.81 0.2239
H 3.33 0.68 7.87 0.2226
H 4.62 2.32 6.69 0.2240


54
Properties=species:S:1:pos:R:3:nbo_charge:R:1 method="wB97M-V/def2-TZVPD" homo_energy_ev=-12.060 largest_force_ev_per_a=2.18 gap_ha=0.3033 lumo_energy_ev=-3.806 total_charge=+1 energy_ev=-33464.943
C -2.61 3.94 2.23 -0.3734
C -2.24 3.53 0.96 -0.0165
N -0.95 2.90 0.76 -0.5710
C -0.78 1.63 1.03 0.7003
N -1.70 0.75 1.52 -0.1210
O -3.01 0.86 0.99 -0.3681
C -3.95 0.51 2.02 -0.0737
C -5.38 0.86 1.59 -0.4257
C -5.57 1.15 0.10 -0.4043
C -5.51 2.65 -0.24 -0.6049
C -1.17 -0.64 1.20 -0.2400
C -0.02 -0.30 0.25 -0.0258
C 1.06 -1.33 0.03 -0.5697
C 0.67 -2.23 -1.12 0.8767
O 0.14 -1.85 -2.12 -0.5277
F 0.99 -3.51 -0.99 -0.3135
N 0.40 0.98 0.90 -0.4240
C 1.58 1.63 0.40 -0.0561
C 1.72 2.14 -0.84 -0.3658
H -3.43 3.44 2.73 0.2227
H -2.08 4.74 2.73 0.2272
H -2.84 3.72 0.08 0.2234
H -0.18 3.46 0.41 0.4401
H -3.90 -0.56 2.23 0.1817
H -3.71 1.03 2.95 0.1878
H -5.78 1.70 2.17 0.2119
H -6.01 0.01 1.85 0.2255
H -6.59 0.83 -0.15 0.2178
H -4.92 0.56 -0.55 0.2097
H -6.50 3.10 -0.21 0.2210
H -5.09 2.78 -1.23 0.2124
H -4.90 3.18 0.49 0.1836
H -1.92 -1.21 0.66 0.2469
H -0.82 -1.06 2.13 0.2270
H -0.46 0.02 -0.69 0.2176
H 2.03 -0.90 -0.21 0.3041
H 1.17 -1.95 0.92 0.2514
H 2.41 1.70 1.10 0.2363
H 2.71 2.08 -1.28 0.2418
H 0.95 2.65 -1.40 0.2056
O 4.46 -1.03 -0.06 -0.6124
C 4.73 -1.97 -0.78 0.8068
O 5.69 -2.82 -0.40 -0.4886
C 5.96 -4.05 -1.08 -0.0712
C 6.89 -3.86 -2.26 -0.6380
C 4.05 -2.13 -2.11 -0.7365
H 5.02 -4.54 -1.37 0.1770
H 6.43 -4.69 -0.34 0.2075
H 6.45 -3.22 -3.02 0.2056
H 7.12 -4.82 -2.72 0.2292
H 7.82 -3.39 -1.93 0.2264
H 4.55 -1.52 -2.86 0.2558
H 3.03 -1.77 -1.99 0.2157
H 3.99 -3.16 -2.47 0.2311


19
Properties=species:S:1:pos:R:3:nbo_charge:R:1 method="wB97M-V/def2-TZVPD" smiles="N#C[C@H](O)[C@@H]1C=CCO1.O" homo_energy_ev=-10.053 largest_force_ev_per_a=3.27 gap_ha=0.3887 de_lowest_kj_mol=195.1 lumo_energy_ev=0.524 energy_ev=-13998.586
O 0.56 -1.84 0.94 -0.6796
C 1.69 -1.20 0.43 -0.0055
C 1.34 -0.37 -0.76 0.2897
N 1.37 0.36 -1.67 -0.3469
C 2.41 -0.36 1.51 0.0553
O 1.48 0.57 2.04 -0.5310
C 1.47 0.51 3.47 -0.0969
C 2.33 -0.66 3.81 -0.1993
C 2.87 -1.17 2.70 -0.2156
H 0.06 -1.20 1.46 0.4778
H 2.39 -1.98 0.08 0.2254
H 3.26 0.16 1.03 0.1953
H 1.88 1.45 3.88 0.1888
H 0.44 0.41 3.83 0.1888
H 2.56 -0.96 4.83 0.2283
H 3.54 -2.02 2.62 0.2294
O -1.47 0.41 -1.46 -0.9670
H -1.38 0.39 -0.49 0.4638
H -0.66 0.88 -1.90 0.4991


15
Properties=species:S:1:pos:R:3:nbo_charge:R:1 method="wB97M-V/def2-TZVPD" smiles="Nc1[nH]c(=O)n(N)c1O" homo_energy_ev=-7.666 largest_force_ev_per_a=5.83 gap_ha=0.2948 de_lowest_kj_mol=423.2 lumo_energy_ev=0.357 energy_ev=-13259.883
C 0.99 -0.38 -0.24 0.1344
C -1.25 -0.71 -0.25 0.7509
C 0.37 0.86 -0.39 0.4084
H 2.43 -1.64 -0.53 0.3713
H 2.55 -0.92 1.07 0.3678
H 0.04 -2.38 0.39 0.4193
H -2.44 0.99 1.07 0.4058
H -2.57 1.54 -0.69 0.3796
H 1.97 1.89 0.25 0.5231
N 2.40 -0.62 0.06 -0.8359
N 0.00 -1.45 -0.35 -0.6429
N -0.99 0.60 -0.45 -0.2986
N -2.07 1.31 0.10 -0.6648
O -2.43 -1.08 0.05 -0.6478
O 0.99 2.00 -0.09 -0.6705